[1]
Molecular formula: CH3NO4S
Method: DFT, ωB97M-V with the def2-TZVPD basis set

ORCA input file:
```
! RIJCOSX wB97M-V def2-TZVPD def2/J DEFGRID3
* xyz 0 1
C -2.1712 -0.0035 0.0051
N 0.0813 -0.2794 0.3025
O 1.0459 -0.9924 0.3437
O 2.5808 1.5898 0.0278
O 3.6706 -0.3649 -0.9388
O -1.0845 -0.9113 0.0202
S 3.2128 0.3156 0.2412
H -1.8105 1.0087 0.2033
H -2.8832 -0.3062 0.7731
H -2.6420 -0.0564 -0.9780
*
```

Output
LUMO: -0.35 eV
Gap between HOMO and LUMO: 10.52 eV
HOMO energy: -10.871 eV
Largest force on an atom: 2.43 eV/Å

Results of the Mulliken charge analysis, in e, for atoms 1 through 4:
1 C -0.45
2 N 0.26
3 O -0.40
4 O -0.41

---

[2]
Molecular formula: C3H9N3S
Method: DFT, ωB97M-V with the def2-TZVPD basis set

ORCA input file:
```
! RIJCOSX wB97M-V def2-TZVPD def2/J DEFGRID3
* xyz 0 1
N -1.5757 -1.2059 0.6342
C -0.7528 -1.0276 -0.5688
C 0.4678 -0.2519 -0.2285
C 0.3761 1.2571 0.1303
N -0.9271 1.7715 -0.0969
N 1.5946 -0.8925 -0.2044
S 3.0485 -0.0358 0.1713
H -1.1073 -1.8314 1.2722
H -2.4451 -1.6898 0.3999
H -1.3491 -0.3939 -1.2528
H -0.4106 -2.0081 -1.0095
H 0.8027 1.4601 1.1171
H 1.0538 1.7923 -0.5677
H -0.9718 2.7455 -0.1652
H -1.6761 1.3767 0.4953
H 3.8722 -1.0663 -0.1265
*
```

Output
LUMO: 0.96 eV
Gap between HOMO and LUMO: 9.71 eV
HOMO energy: -8.750 eV
Largest force on an atom: 2.57 eV/Å
SMILES: NCC(CN)=NS

Results of the Mulliken charge analysis, in e, for atoms 1 through 4:
1 N -0.60
2 C -0.61
3 C 0.76
4 C -0.69

---

[3]
Molecular formula: C19H42CeNO2P3
Method: DFT, ωB97M-V with the def2-TZVPD basis set

ORCA input file:
```
! RIJCOSX wB97M-V def2-TZVPD def2/J DEFGRID3
* xyz 3 2
Ce -0.1466 -0.0027 0.8105
P -1.8159 -2.1986 1.3585
P 1.4793 -1.1950 2.9767
P 1.5151 -1.9145 -0.7291
H -0.6512 6.0162 -6.2274
C -0.7219 5.1091 -6.8387
C -1.9077 4.5637 -7.1447
H -2.8471 5.0056 -6.7941
C -3.3329 -1.4323 2.0357
C -1.5948 -3.6683 2.3956
C -2.4363 -2.8238 -0.2411
C 3.0839 -0.2956 3.0877
C 0.7724 -0.8075 4.6272
C 2.0088 -2.9260 3.1901
C 0.9783 -1.8109 -2.4826
C 1.7222 -3.7280 -0.5592
C 3.2400 -1.2845 -0.8498
H 0.2141 4.7043 -7.2410
H -1.9835 3.6917 -7.8038
H -3.5557 -0.4922 1.5092
H -3.1672 -1.1934 3.0945
H -4.1632 -2.1405 1.9141
H -1.3033 -3.3386 3.4045
H -0.7754 -4.2710 1.9798
H -2.5298 -4.2427 2.4270
H -2.8026 -1.9794 -0.8473
H -3.2463 -3.5405 -0.0504
H -1.6115 -3.3067 -0.7844
H 3.6246 -0.5486 4.0140
H 2.8870 0.7851 3.0529
H 3.6933 -0.5433 2.2068
H 1.4090 -1.1837 5.4417
H -0.2259 -1.2564 4.7025
H 0.6466 0.2779 4.7370
H 3.0914 -2.9788 3.3702
H 1.7790 -3.4904 2.2798
H 1.4645 -3.3825 4.0283
H 1.4491 -2.6256 -3.0504
H 1.2493 -0.8395 -2.9145
H -0.1142 -1.8959 -2.5477
H 1.9018 -4.1872 -1.5413
H 0.7965 -4.1481 -0.1397
H 2.5491 -3.9650 0.1220
H 3.7220 -1.6196 -1.7805
H 3.8250 -1.6219 0.0177
H 3.2146 -0.1853 -0.8302
C -0.8273 1.3447 -2.1394
C 0.3332 2.1594 -1.9821
C 0.7834 2.9339 -3.0449
C 0.0809 2.9153 -4.2505
C -1.0200 2.0768 -4.4276
C -1.4764 1.2843 -3.3945
O -1.2306 0.6377 -1.0944
H 1.3564 1.1085 0.8498
H 0.8519 2.1685 -1.0141
H 1.6703 3.5529 -2.8969
H 0.3902 3.5827 -5.0556
H -1.5167 2.0582 -5.3935
H -2.3133 0.6009 -3.5382
C -1.8715 3.1563 3.8819
C -0.8955 2.4266 3.0218
N 0.2839 3.0364 2.8410
O -1.1099 1.2953 2.4657
H -1.4471 3.3162 4.8817
H -2.7840 2.5766 3.9706
H -2.1062 4.1280 3.4264
H 1.0023 2.5987 2.2685
H 0.4624 3.9529 3.2379
*
```

Output
LUMO (spin up / spin down): -9.82 / -11.52 eV
<S²>: 0.88
Gap between HOMO and LUMO (spin up / spin down): 6.02 / 4.29 eV
HOMO energy (spin up / spin down): -15.842 / -15.804 eV
Largest force on an atom: 2.13 eV/Å

Results of the Mulliken charge analysis, in e, for atoms 1 through 4:
1 Ce 0.06
2 P 0.98
3 P 1.05
4 P 1.04

---

[4]
Molecular formula: C2H2BrFO
Method: DFT, ωB97M-V with the def2-TZVPD basis set

ORCA input file:
```
! RIJCOSX wB97M-V def2-TZVPD def2/J DEFGRID3
* xyz 0 1
C 0.5643 -0.6064 0.4440
C 0.1206 0.5561 -0.3141
O 0.7113 -1.6233 -0.1899
F 0.2746 1.8030 0.0766
Br -2.4191 0.0653 -0.1005
H 0.6957 -0.3935 1.4715
H 0.0527 0.1988 -1.3875
*
```

Output
LUMO (spin up / spin down): -2.43 / -2.43 eV
Gap between HOMO and LUMO (spin up / spin down): 7.83 / 7.83 eV
HOMO energy (spin up / spin down): -10.259 / -10.259 eV
Largest force on an atom: 3.87 eV/Å

Results of the Mulliken charge analysis, in e, for atoms 1 through 4:
1 C 0.21
2 C -0.24
3 O -0.41
4 F -0.17

---

[5]
Molecular formula: C5H9NO
Method: DFT, ωB97M-V with the def2-TZVPD basis set

ORCA input file:
```
! RIJCOSX wB97M-V def2-TZVPD def2/J DEFGRID3
* xyz 0 1
C -1.7903 0.0582 -0.2623
C -0.3660 -0.1649 0.0897
C 0.6191 1.6241 -0.1237
C 0.0692 -1.3891 0.8388
O 1.4756 -1.4395 0.5685
C 1.6707 -0.6850 -0.5653
N 0.6477 0.0807 -0.8418
H -1.9358 0.9209 -0.9207
H -2.3806 0.2063 0.6467
H -2.1881 -0.8234 -0.7895
H 1.0768 1.5987 0.8610
H 1.2493 2.1153 -0.8615
H -0.3266 2.1538 -0.0663
H -0.0860 -1.3434 1.9204
H -0.4217 -2.2972 0.4276
H 2.6870 -0.6154 -0.9216
*
```

Output
LUMO (spin up / spin down): 0.71 / 0.76 eV
Gap between HOMO and LUMO (spin up / spin down): 7.21 / 7.16 eV
HOMO energy (spin up / spin down): -6.500 / -6.402 eV
Largest force on an atom: 1.39 eV/Å

Results of the Mulliken charge analysis, in e, for atoms 1 through 4:
1 C -1.48
2 C 0.60
3 C -0.86
4 C -0.38

---

[6]
Molecular formula: CH3FO2S
Method: DFT, ωB97M-V with the def2-TZVPD basis set

ORCA input file:
```
! RIJCOSX wB97M-V def2-TZVPD def2/J DEFGRID3
* xyz 0 1
C 0.7512 -0.5045 0.1661
O 1.2419 0.4210 -0.8177
O -1.2460 1.1560 0.3513
F -2.7479 -0.6870 0.3098
S -1.2525 -0.0835 -0.2779
H 1.3061 -1.4388 -0.0652
H 1.0360 -0.1420 1.1081
H 0.9112 1.2788 -0.7744
*
```

Output
LUMO: -0.33 eV
Gap between HOMO and LUMO: 9.28 eV
HOMO energy: -9.611 eV
Largest force on an atom: 4.62 eV/Å

Results of the Mulliken charge analysis, in e, for atoms 1 through 4:
1 C -0.29
2 O -0.48
3 O -0.42
4 F -0.32

---

The evaluated electronic energy for the records listed, in turn: -21597.447 -18561.547 -66738.391 -76911.336 -8863.601 -18730.521 eV.
The evaluated ΔE to the lowest compared entry with this formula, charge and spin for the records listed, in turn: 113.07 109.28 0.00 132.89 541.49 191.32 kJ/mol.